[1]
Computed, not measured: an isolated ion of composition C11H25N2O2S and charge +1, with ωB97M-V/def2-TZVPD.

Geometry as XYZ:
```
41
Properties=species:S:1:pos:R:3
S 0.714 1.848 1.931
O -0.652 1.940 -0.363
O -3.194 -0.984 0.995
N 1.135 -0.260 -0.451
N -5.355 -1.144 -0.548
C -3.587 0.268 0.417
C 4.229 0.025 1.453
C 3.113 -1.780 -0.048
C -0.263 -0.343 -0.992
C 2.068 -1.294 -1.039
C -5.025 0.212 -0.141
C 0.660 2.096 0.100
C 1.620 1.145 -0.607
C 4.314 -0.846 0.187
C -1.153 0.607 -0.218
C -2.595 0.562 -0.697
H -0.609 -1.373 -0.923
H 3.295 -0.132 1.998
H 2.615 1.210 -0.171
H 3.455 -2.745 -0.423
H -0.208 -0.038 -2.040
H 5.038 -0.204 2.146
H 5.211 -1.462 0.225
H 1.432 -2.109 -1.381
H -2.827 1.512 -1.181
H -5.296 -1.781 0.236
H 0.948 3.119 -0.129
H -1.109 0.325 0.843
H -5.060 0.827 -1.045
H -6.300 -1.185 -0.908
H -5.713 0.672 0.579
H -3.208 -0.920 1.951
H 2.527 -0.830 -1.914
H 4.450 -0.214 -0.697
H -2.721 -0.226 -1.446
H 1.905 2.446 2.082
H 2.614 -2.003 0.902
H 1.671 1.349 -1.678
H 4.306 1.092 1.235
H -3.529 1.036 1.194
H 1.086 -0.415 0.565
```

## Properties
total charge: +1
E_LUMO: -2.289 eV
2S+1: 1
E_HOMO: -11.5893 eV

=====

[2]
Computed, not measured: C4H9ClGaO2Pb as an isolated structure, with ωB97M-V/def2-TZVPD.

Geometry as XYZ:
```
18
Properties=species:S:1:pos:R:3
Pb 0.363 3.228 0.157
Ga 0.683 0.910 1.686
Cl 0.515 -0.012 3.649
O -0.444 1.235 -0.483
O -2.497 0.400 -0.293
C 0.029 -1.586 -0.308
C 1.017 -0.488 0.175
C -0.936 -0.998 -1.347
C -1.428 0.206 -0.728
H 1.362 0.040 -0.681
H 0.179 1.133 -1.217
H 2.032 1.846 1.570
H -0.564 1.914 1.373
H -0.535 -2.057 0.454
H 0.640 -2.326 -0.754
H -0.461 -0.861 -2.288
H -1.808 -1.565 -1.516
H 1.855 -1.017 0.551
```

## Properties
total charge: +1
E_LUMO: -6.254 eV
2S+1: 1
E_HOMO: -13.0052 eV

=====

[3]
Computed, not measured: a 2-piece molecular cluster, C2H4NO2 overall, with ωB97M-V/def2-TZVPD.

Geometry as XYZ:
```
9
Properties=species:S:1:pos:R:3
O 1.095 1.004 -0.357
O -3.508 -0.481 -0.095
N -2.863 0.119 0.789
C 1.912 -0.112 -0.094
C 0.429 -0.182 0.127
H -0.277 -0.393 -0.674
H 2.553 0.275 0.795
H -1.834 0.359 0.430
H 2.494 -0.589 -0.919
```

## Properties
total charge: -1
E_LUMO (spin up / spin down): 3.779 / 3.648 eV
2S+1: 1
E_HOMO (spin up / spin down): -1.3645 / -1.2429 eV

=====

[4]
Computed, not measured: C28H45MoN2O3P3 as an isolated structure, with ωB97M-V/def2-TZVPD.

Geometry as XYZ:
```
82
Properties=species:S:1:pos:R:3
Mo 1.694 -1.317 -0.410
P -1.025 -2.271 -0.860
P 3.003 -1.712 1.827
P 1.869 1.274 -1.926
O -1.277 1.472 -0.487
O 2.761 1.483 0.951
O -0.454 -1.007 1.988
N -2.603 3.621 1.820
N -2.685 2.548 1.015
C 3.481 -2.700 -1.124
C 3.640 -1.747 -2.170
C -3.772 1.639 1.036
C 2.605 -1.575 -3.100
C 1.523 -2.462 -3.148
C -1.290 4.035 1.823
C 2.488 -0.996 3.414
C 4.636 -1.006 1.380
C -3.989 0.800 2.141
C 3.146 -3.544 1.926
C 2.364 0.500 0.377
C -4.598 1.565 -0.086
C -2.592 -1.517 -0.230
C -5.768 0.812 -0.032
C 0.309 -1.201 1.111
C 1.621 3.062 -1.518
C -1.604 -2.587 -2.578
C 2.380 -3.611 -1.166
C -0.924 5.333 2.441
C -5.167 0.051 2.211
C -1.175 -3.935 -0.068
C 0.921 1.196 -3.492
C 1.367 -3.412 -2.126
C -0.510 3.099 1.171
C -3.861 4.266 2.321
C 3.597 1.368 -2.585
C -1.438 2.242 0.486
C -6.069 0.088 1.131
H 0.556 3.300 -1.343
H 0.890 -2.483 -4.042
H 3.648 2.296 -3.169
H -4.764 3.690 2.072
H 4.292 1.405 -1.740
H -1.174 -3.792 1.014
H -3.224 0.741 2.925
H 3.781 -3.799 2.782
H 5.366 -1.367 2.102
H 2.205 3.357 -0.627
H 3.813 0.493 -3.203
H 1.344 2.012 -4.099
H 0.545 -4.110 -2.132
H -3.873 4.427 3.403
H -1.187 5.361 3.524
H -1.423 6.174 1.901
H 4.630 -1.307 -2.339
H 1.983 3.566 -2.439
H -4.286 2.136 -0.954
H 4.925 -1.296 0.371
H 3.552 -3.951 0.997
H -6.423 0.770 -0.904
H -0.338 -4.573 -0.349
H -2.120 -4.379 -0.396
H 0.168 5.529 2.364
H 2.149 -3.972 2.057
H 2.417 -4.563 -0.624
H -0.131 1.362 -3.223
H -2.836 -0.602 -0.794
H -0.919 -3.225 -3.143
H -1.656 -1.607 -3.065
H 3.250 -1.184 4.181
H -2.525 -1.244 0.834
H 2.679 -0.836 -3.881
H 4.589 0.081 1.414
H 1.524 -1.393 3.748
H -4.002 5.274 1.915
H 1.069 0.216 -3.963
H -6.962 -0.532 1.171
H -2.606 -3.037 -2.514
H 0.537 2.872 1.160
H 2.354 0.083 3.292
H -3.378 -2.288 -0.367
H 4.314 -2.869 -0.463
H -5.360 -0.591 3.087
```

## Properties
total charge: +4
E_LUMO (spin up / spin down): -15.178 / -15.145 eV
2S+1: 3
<S²>: 2.38
E_HOMO (spin up / spin down): -17.8138 / -18.2898 eV

=====

[5]
Computed, not measured: C14H21BrN2O3S in the gas phase, with ωB97M-V/def2-TZVPD.

Geometry as XYZ:
```
42
Properties=species:S:1:pos:R:3
Br -0.766 -2.277 0.111
S -0.387 0.940 0.390
O 0.281 0.318 1.491
O 5.059 -1.620 0.696
O -0.516 2.370 0.389
N 3.963 0.914 -0.127
N 0.326 0.439 -1.049
C -5.575 1.572 0.152
C -5.999 -1.319 -0.053
C 4.040 0.522 1.269
C -3.521 -1.609 0.037
C -3.118 1.113 0.233
C -4.416 0.628 0.141
C -4.617 -0.756 0.043
C 4.072 -0.997 1.493
C 4.848 -1.352 -0.673
C -2.033 0.258 0.228
C 2.664 1.196 -0.674
C 4.892 0.159 -0.943
C -2.235 -1.103 0.131
C 1.709 0.010 -0.933
H 4.341 -1.217 2.527
H 2.814 1.742 -1.614
H -2.918 2.170 0.315
H 3.195 0.948 1.810
H -6.511 -0.922 -0.928
H 3.883 -1.775 -0.991
H -6.233 1.358 0.993
H 2.156 1.868 0.026
H -6.162 1.469 -0.760
H 5.654 -1.859 -1.207
H -3.665 -2.677 -0.039
H 4.696 0.361 -1.997
H -5.231 2.599 0.231
H 0.202 1.166 -1.739
H 5.900 0.515 -0.698
H 1.972 -0.535 -1.844
H 1.731 -0.673 -0.085
H 3.089 -1.443 1.283
H 4.971 0.946 1.666
H -6.583 -1.043 0.824
H -5.972 -2.402 -0.126
```

## Properties
E_LUMO: 0.616 eV
2S+1: 1
E_HOMO: -7.9537 eV

=====

[6]
Computed, not measured: C8H19CdF3Nb as an isolated structure, with ωB97M-V/def2-TZVPD.

Geometry as XYZ:
```
32
Properties=species:S:1:pos:R:3
Cd -1.802 3.429 2.267
Nb -2.777 0.820 0.723
F -4.317 2.114 -1.593
F -4.699 -0.346 -1.498
F -5.802 1.062 0.117
C 0.502 -0.833 0.066
C -0.722 -1.777 0.618
C -4.564 0.910 -0.718
C -2.187 -1.297 -0.032
C 3.451 0.437 -0.948
C 1.637 -1.645 -0.823
C 4.046 1.524 0.152
C 3.108 -1.038 -0.311
H -1.292 0.804 1.817
H -3.808 0.079 2.012
H -1.671 1.543 -0.564
H 0.073 0.005 -0.656
H 3.971 -1.781 -0.621
H -3.054 -2.034 0.326
H 3.131 -0.923 0.876
H 3.316 2.465 0.147
H 1.532 -1.286 -1.944
H -0.539 -2.930 0.528
H 5.137 1.911 -0.136
H -2.145 -1.306 -1.223
H 4.275 0.333 -1.780
H 1.028 -0.360 0.998
H 1.593 -2.809 -0.709
H 4.096 1.059 1.230
H -3.212 2.453 1.368
H -0.829 -1.542 1.783
H 2.522 0.960 -1.471
```

## Properties
total charge: +1
E_LUMO: -8.220 eV
2S+1: 1
E_HOMO: -12.9986 eV

=====

[7]
Computed, not measured: an isolated ion of composition C5H12NO and charge +1, with ωB97M-V/def2-TZVPD.

Geometry as XYZ:
```
19
Properties=species:S:1:pos:R:3
O -0.355 1.918 0.281
N 0.015 -0.331 -0.482
C 1.572 0.830 1.248
C -1.374 -0.966 -0.227
C -1.332 -1.021 1.321
C 0.447 -0.116 -1.884
C 0.267 0.786 0.624
H -1.953 -0.269 1.829
H 2.279 1.518 0.579
H 0.707 0.979 -2.177
H -1.264 1.675 0.081
H 0.711 -1.121 -0.176
H 2.022 -0.201 1.273
H -2.226 -0.365 -0.608
H 1.425 1.394 2.206
H -1.255 -1.917 -0.792
H 1.472 -0.512 -2.174
H -0.231 -0.417 -2.734
H -0.927 -1.865 1.812
```

## Properties
total charge: +1
E_LUMO (spin up / spin down): -4.101 / -4.408 eV
2S+1: 1
E_HOMO (spin up / spin down): -13.2150 / -12.6574 eV

=====

[8]
Computed, not measured: C23H39N7O6P3S2Sr as an isolated structure, with ωB97M-V/def2-TZVPD.

Geometry as XYZ:
```
81
Properties=species:S:1:pos:R:3
Sr 0.402 0.049 -0.723
S -1.932 -1.639 -1.421
S 3.159 -1.177 1.967
P 0.933 -2.710 -2.715
P -0.499 1.119 -3.556
P -0.971 2.741 -0.896
O -1.246 -0.649 1.077
O 1.064 -1.197 -2.865
O 1.281 -3.610 -3.875
O 3.246 -2.470 1.290
O 1.998 -1.388 -0.766
O 4.470 -0.606 2.264
N 1.136 2.023 0.952
N -1.707 -2.701 -3.398
N 2.076 -0.211 1.325
N -2.504 -0.243 0.729
N 1.222 -3.009 7.352
N 2.390 1.469 2.928
N 3.461 -2.966 -1.623
C -0.259 0.928 -5.459
C 1.014 3.291 1.439
C -2.426 3.613 -0.011
C 1.598 -2.509 6.092
C -0.332 2.889 -3.512
C 2.565 -1.504 5.995
C 2.235 2.738 3.335
C 1.875 1.108 1.731
C -3.195 0.539 1.603
C 1.631 -2.736 3.677
C -2.112 0.195 -3.641
C 2.537 -1.680 3.596
C -2.940 -0.678 -0.489
C 1.181 -3.160 4.927
C -0.794 -3.060 -2.284
C -1.295 3.449 -2.467
C 0.723 3.537 -0.539
C 3.025 -1.075 4.749
C -5.000 0.545 0.005
C 1.555 3.704 2.631
C 2.009 -3.212 -1.324
C -4.308 -0.231 -0.855
C -4.434 0.944 1.270
H -0.339 -0.123 -5.804
H 1.768 -2.636 -0.417
H -4.707 -0.545 -1.808
H -0.651 3.322 -4.474
H -5.014 1.566 1.938
H -1.255 4.551 -2.441
H -2.439 4.683 -0.296
H -2.018 -0.860 -3.765
H 3.760 -0.281 4.670
H 1.283 -2.305 8.078
H 1.905 -4.289 -1.124
H -1.095 -2.469 -1.387
H -3.358 3.128 -0.355
H 3.554 -1.967 -1.862
H -2.701 -2.869 -3.236
H 0.734 1.320 -5.755
H 4.119 -3.228 -0.887
H -0.944 -4.126 -2.091
H -2.621 0.394 -2.663
H -1.379 -3.212 -4.236
H 3.678 -3.458 -2.504
H 1.452 4.716 2.992
H -1.048 1.525 -5.959
H 1.300 -3.235 2.772
H 1.457 3.084 -1.234
H 0.663 4.633 -0.707
H -5.999 0.886 -0.235
H 0.718 3.188 -3.341
H -2.739 0.616 -4.445
H -2.710 0.801 2.535
H -2.314 3.134 -2.756
H -1.530 -1.728 -3.616
H 2.970 -1.039 6.888
H 0.318 -3.466 7.330
H 1.072 3.347 0.499
H 0.448 3.973 0.818
H 2.699 2.962 4.291
H -2.374 3.546 1.096
H 0.502 -4.004 4.979
```

## Properties
total charge: -1
E_LUMO: 1.947 eV
2S+1: 1
E_HOMO: -0.8822 eV

=====

[9]
Computed, not measured: a 6-piece molecular cluster, C34H83BF4N4O6 overall, with ωB97M-V/def2-TZVPD.

Geometry as XYZ:
```
132
Properties=species:S:1:pos:R:3
F -0.547 0.422 0.770
F 0.408 0.315 -1.166
F 0.848 -1.260 0.027
F -1.205 -1.104 -0.783
O 2.797 -5.251 1.293
O 4.388 -5.867 -0.101
O -2.164 -2.728 5.702
O -0.190 -2.142 -7.389
O -5.517 5.322 0.737
O 2.609 3.071 2.476
N -1.293 -3.042 2.895
N 4.289 0.710 1.166
N -2.909 3.904 0.466
N 0.692 -1.177 -4.595
C -1.634 3.097 0.617
C -6.763 5.964 0.730
C 3.258 0.145 2.286
C 3.584 -5.036 0.350
C 2.344 -3.209 -5.233
C -3.738 3.392 -0.792
C 3.854 -3.594 -0.058
C -0.069 -2.292 3.705
C 3.679 0.472 -0.255
C 0.862 -0.579 -5.984
C -2.837 -3.669 4.934
C -2.607 5.408 0.203
C -0.604 -3.655 1.640
C -0.727 -0.891 -3.987
C -1.366 -2.597 -7.979
C -2.309 -1.906 2.494
C 4.617 0.779 -1.467
C 0.931 -3.156 4.517
C 5.537 -0.184 1.178
C 0.985 -2.742 -4.658
C 3.602 3.318 1.492
C -3.801 3.711 1.726
C 4.646 2.219 1.467
C -0.574 3.161 -0.423
C 1.824 -0.571 -3.765
C -4.178 1.935 -0.834
C -0.160 -0.723 -7.042
C -1.014 0.577 -3.724
C -2.870 -1.965 6.736
C -3.470 -2.306 1.567
C 6.235 -0.458 2.547
C -5.251 4.163 1.555
C 1.780 4.226 2.745
C -1.913 -4.138 3.793
B -0.156 -0.386 -0.215
H -1.280 1.080 -4.653
H 1.116 0.480 -5.937
H 4.035 -3.007 0.842
H 2.125 -1.316 -3.029
H -0.546 -1.608 4.406
H -1.104 -0.287 -6.717
H 0.955 -3.056 -3.614
H 4.110 4.274 1.620
H -1.483 -1.267 -4.676
H -6.561 7.001 0.461
H -3.853 2.643 1.936
H -2.080 2.102 0.634
H -3.087 -4.574 5.488
H 3.071 3.422 0.546
H -3.220 -2.784 7.365
H -3.112 -2.450 0.548
H -4.279 1.497 0.159
H -2.153 -1.377 7.308
H -5.635 4.364 2.555
H -2.955 6.071 0.995
H -1.073 2.732 -1.291
H -0.376 -2.862 0.927
H -1.543 5.629 0.121
H 1.774 -1.084 -6.303
H 2.763 1.061 -0.302
H 6.406 0.367 3.239
H 0.912 3.893 3.314
H -1.234 3.257 1.618
H -1.225 -3.677 -7.941
H 2.973 -3.038 -0.377
H -2.530 -4.879 3.285
H 0.065 -0.061 -7.879
H 2.733 -0.398 -4.341
H 5.291 -1.100 0.640
H 5.041 1.771 -1.314
H -3.598 -1.247 6.357
H -4.286 -1.593 1.684
H -4.598 4.037 -0.969
H -5.828 3.350 1.114
H 2.481 -2.943 -6.281
H -0.281 1.236 -3.260
H -2.312 -2.449 -7.457
H 1.481 4.762 1.845
H -3.849 -3.289 1.848
H -3.527 1.434 -1.550
H 1.368 -3.875 3.824
H -1.878 0.622 -3.060
H 3.996 0.800 -2.363
H 2.560 -4.275 -5.157
H -1.088 -4.811 4.026
H 0.270 -4.158 2.055
H 0.174 -3.228 -5.202
H -2.600 -1.528 3.474
H -1.499 -2.202 -8.986
H -3.090 3.653 -1.628
H -1.566 -1.272 2.012
H 3.068 -2.545 -4.761
H -3.387 4.263 2.569
H 6.087 0.268 0.353
H 3.322 -0.558 -0.234
H -7.438 5.530 -0.007
H 5.458 2.469 0.784
H 0.401 -1.701 2.919
H 3.328 -0.932 2.442
H 1.440 0.329 -3.285
H 5.025 2.049 2.475
H 0.266 2.539 -0.112
H 2.249 0.545 2.184
H 0.310 -3.803 5.137
H 3.740 0.579 3.162
H -3.051 5.697 -0.750
H -3.771 -3.260 4.548
H -1.368 -4.322 1.241
H 4.732 -3.422 -0.680
H -0.878 -1.550 -3.132
H -7.194 5.905 1.730
H 1.705 -2.521 4.947
H 5.921 -1.311 3.147
H -5.156 1.820 -1.301
H -0.167 4.140 -0.677
H 7.239 -0.717 2.211
H 2.377 4.870 3.392
H 5.468 0.113 -1.614
```

## Properties
total charge: +3
E_LUMO (spin up / spin down): -5.580 / -8.896 eV
2S+1: 2
<S²>: 0.75
E_HOMO (spin up / spin down): -15.9055 / -15.9055 eV

=====

[10]
Computed, not measured: C11H14O2S in the gas phase, with ωB97M-V/def2-TZVPD.

Geometry as XYZ:
```
28
Properties=species:S:1:pos:R:3
S -2.312 0.146 -1.839
O -0.062 1.644 1.437
O 1.590 0.505 -1.524
C -0.557 0.337 1.586
C 0.532 0.647 0.664
C -2.642 -1.491 -2.250
C -0.431 -1.574 -1.609
C 0.009 -0.406 2.776
C -0.672 -0.244 -1.434
C 0.313 0.797 -0.996
C -0.128 2.211 -1.331
C 1.518 -0.106 2.689
C -1.557 -2.286 -2.079
C 1.831 0.102 1.200
H 2.059 -0.832 0.688
H 1.719 0.826 3.220
H -1.579 0.174 1.266
H 0.651 2.910 -1.039
H -0.201 -1.471 2.661
H 1.557 0.642 -2.479
H -3.621 -1.756 -2.596
H -1.042 2.463 -0.801
H -1.552 -3.342 -2.287
H -0.417 -0.062 3.718
H 2.655 0.794 1.045
H -0.305 2.294 -2.404
H 0.523 -2.027 -1.414
H 2.122 -0.895 3.134
```

## Properties
E_LUMO: 0.709 eV
2S+1: 1
E_HOMO: -8.6656 eV

=====

| no. | largest force on an atom (eV/A) |
| --- | --- |
| 1 | 0.20 |
| 2 | 4.37 |
| 3 | 2.88 |
| 4 | 6.17 |
| 5 | 0.87 |
| 6 | 7.43 |
| 7 | 4.76 |
| 8 | 19.27 |
| 9 | 5.90 |
| 10 | 3.13 |